A molecular structure, C38H25F3N10PS3Ti. Source: the Open Molecules 2025 dataset; level of theory: ωB97M-V/def2-TZVPD.

The geometry in XYZ format:
```
81
C38H25F3N10PS3Ti ωB97M-V/def2-TZVPD
Ti 0.66177 1.46418 -1.53578
C -3.39002 0.52798 -3.42391
C -1.98848 0.73662 -3.23484
N -1.50490 0.88549 -2.03641
C -2.33477 0.69462 -0.98031
C -3.67001 0.38601 -1.19498
N -4.21511 0.39625 -2.44384
C -1.82196 0.93457 0.41523
C -2.63071 0.99003 1.53171
C -2.04355 1.27277 2.72256
C -0.66578 1.47043 2.82468
C 0.10731 1.46294 1.67687
N -0.50818 1.20163 0.48410
C 1.53350 1.71132 1.56017
C 2.39715 1.67717 2.66101
N 3.68856 1.92139 2.59067
C 4.06703 2.35591 1.36040
C 3.18667 2.44372 0.27517
N 1.93175 2.00145 0.33674
C -2.81982 1.49077 3.94949
C -2.38722 0.97871 5.15916
C -3.23533 1.08424 6.25610
N -4.40533 1.75639 6.23640
C -4.80208 2.32061 5.10680
C -4.05445 2.12571 3.93506
H -3.76334 0.47746 -4.43332
H -1.37303 0.80387 -4.12467
H -4.27004 -0.00347 -0.36907
H -3.68826 0.84163 1.55950
H -0.13417 1.76356 3.72071
H 2.00473 1.51335 3.69457
H 5.07944 2.53780 1.15273
H 3.48736 2.77601 -0.69350
H -1.42054 0.42049 5.35085
H -3.01145 0.58060 7.21953
H -5.68128 2.90642 5.07281
H -4.44586 2.59171 3.03813
F 2.23543 1.24801 -6.59054
C 3.33754 1.83320 -6.08841
F 3.11015 3.13422 -6.13099
F 4.38755 1.55860 -6.90549
C 3.56981 1.39068 -4.61319
C 4.71753 0.73078 -4.16770
C 4.86231 0.35638 -2.80877
C 3.83704 0.69326 -1.98220
N 2.67885 1.35679 -2.36886
C 2.53620 1.69923 -3.70795
S 0.94956 2.33014 -3.94287
H 5.47754 0.38360 -4.82828
H 5.72936 -0.09335 -2.34141
H 3.92323 0.41531 -0.96307
S -1.78760 -2.36020 -2.90322
P -0.42866 -2.46347 -1.47518
S 1.15825 -1.14738 -1.67794
C 0.29144 -4.13244 -1.37161
C -0.46643 -5.23068 -1.83552
C -0.13397 -6.52023 -1.66235
C 1.06246 -6.79429 -0.95501
C 1.85534 -5.74956 -0.55354
C 1.47487 -4.41663 -0.68224
C -1.10133 -2.32326 0.24616
C -2.44830 -2.58462 0.57600
C -2.95241 -2.44492 1.84544
C -2.05960 -2.20860 2.85634
C -0.70762 -1.91489 2.57382
C -0.21830 -2.07068 1.30399
H -1.34521 -5.03872 -2.40805
H -0.76450 -7.30945 -2.19543
H 1.40051 -7.82709 -0.84084
H 2.80384 -5.96731 -0.08687
H 2.17928 -3.69802 -0.52464
H -3.10907 -2.68367 -0.20300
H -3.97493 -2.51494 2.21963
H -2.42430 -2.11022 3.85149
H 0.00325 -1.79330 3.41559
H 0.85596 -1.92540 1.20262
N 0.22518 3.52977 -1.18295
C 0.65292 4.46023 -0.62861
N 1.02316 5.56344 -0.09002
C 1.60416 5.54724 1.08731
N 2.09994 5.59211 2.11786
```

Its spin multiplicity is 2. As for the expectation value of S²: 0.755. The lowest unoccupied orbital energy (spin up / spin down) comes out at -1.575 / -1.660 eV. The total energy comes out at -4695.77202 Eh. The value obtained for the highest occupied orbital energy (spin up / spin down) is -8.2 / -8.3 eV. The value obtained for the energy relative to the best compared isomer or geometry (same formula, charge and spin) is 131.9 kJ/mol. The total charge is 0. The calculation puts the gap between HOMO and LUMO (spin up / spin down) at 0.2424 / 0.2431 Eh. The strongest force on any atom comes out at 3.25 eV/Å.

These are the Mulliken partial charges, in e, on atoms 1 to 8: atom 1 (Ti): 0.056, atom 2 (C): -0.492, atom 3 (C): -0.313, atom 4 (N): 0.762, atom 5 (C): -0.267, atom 6 (C): -0.189, atom 7 (N): -0.608, atom 8 (C): -0.022



A molecular structure, C38H26Cl5IrO4P2S. Source: the Open Molecules 2025 dataset; level of theory: ωB97M-V/def2-TZVPD.

The geometry in XYZ format:
```
77
C38H26Cl5IrO4P2S ωB97M-V/def2-TZVPD
Ir 1.97390 -0.28629 -0.43955
O 0.86998 -1.23290 3.35559
C 1.68206 -1.20307 2.44372
O 1.61475 -0.27426 1.51322
C 2.86123 -2.11453 2.47963
C 3.23565 -2.54307 3.75162
C 4.33213 -3.36218 3.95250
C 5.06627 -3.77070 2.85363
C 4.69700 -3.35165 1.58749
C 3.59133 -2.51924 1.38131
S 3.19031 -2.19693 -0.29662
H 2.63241 -2.20755 4.58438
H 4.61138 -3.67416 4.95061
H 5.93144 -4.40992 2.97978
H 5.27158 -3.66519 0.72370
Cl 2.81176 -0.11956 -2.52227
C 3.98271 0.83775 -1.62518
C 3.50146 0.93836 -0.34966
C 4.10057 1.90163 0.46107
Cl 3.46090 2.31290 2.00418
C 5.24280 2.57308 0.00046
Cl 6.03937 3.70068 1.02104
C 5.75058 2.34781 -1.28598
Cl 7.17196 3.15037 -1.82472
C 5.07770 1.48210 -2.14635
Cl 5.56595 1.23639 -3.77765
O 0.64705 1.47242 -0.65557
P -0.81768 1.72860 -0.59183
C -1.71682 0.51631 -1.58963
P -1.21820 -1.22420 -1.32381
O 0.25302 -1.42121 -1.55634
C -1.74903 -1.69444 0.32179
C -0.86598 -2.45650 1.07710
C -1.20288 -2.82530 2.37117
C -2.42244 -2.43861 2.90473
C -3.31159 -1.67755 2.15249
C -2.97601 -1.30020 0.86204
C -2.15969 -2.13377 -2.56315
C -1.66018 -2.12738 -3.86506
C -2.34067 -2.79317 -4.87200
C -3.52003 -3.46963 -4.58268
C -4.01350 -3.48785 -3.28642
C -3.33417 -2.82247 -2.27521
C -1.16940 3.34492 -1.30768
C -0.95849 3.54918 -2.67256
C -1.12371 4.80988 -3.22220
C -1.49165 5.87700 -2.41151
C -1.68380 5.68434 -1.05205
C -1.52055 4.42181 -0.49954
C -1.62863 1.65635 1.00269
C -0.94637 1.16185 2.10795
C -1.62130 1.01435 3.31660
C -2.95255 1.38404 3.41877
C -3.63057 1.88942 2.31299
C -2.97513 2.01639 1.10597
H -1.52397 0.71236 -2.64654
H -2.78874 0.62665 -1.42328
H 0.08955 -2.74479 0.65232
H -0.49496 -3.38393 2.96934
H -2.67821 -2.71628 3.91901
H -4.25711 -1.36620 2.57844
H -3.66648 -0.69054 0.28858
H -0.72402 -1.62336 -4.07747
H -1.94696 -2.79431 -5.87976
H -4.04843 -3.99308 -5.36889
H -4.92263 -4.02846 -3.05850
H -3.71038 -2.85865 -1.26181
H -0.63932 2.73202 -3.30905
H -0.95642 4.96311 -4.28006
H -1.61795 6.86234 -2.84097
H -1.95412 6.51773 -0.41690
H -1.65746 4.27892 0.56344
H 0.08611 0.85696 2.03020
H -1.09205 0.59132 4.15811
H -3.47413 1.27461 4.36130
H -4.67049 2.17704 2.39596
H -3.50809 2.40203 0.24356
```

The lowest unoccupied orbital energy comes out at 0.049 eV. The total energy comes out at -5250.94671 Eh. The value obtained for the highest occupied orbital energy is -7.0 eV. The value obtained for the energy relative to the best compared isomer or geometry (same formula, charge and spin) is 0.0 kJ/mol. The total charge is 0. The calculation puts the gap between HOMO and LUMO at 0.2600 Eh. The strongest force on any atom comes out at 2.09 eV/Å.

These are the Mulliken partial charges, in e, on atoms 1 to 8: atom 1 (Ir): 3.694, atom 2 (O): -0.691, atom 3 (C): 0.014, atom 4 (O): -0.873, atom 5 (C): 0.099, atom 6 (C): -0.667, atom 7 (C): -0.666, atom 8 (C): -0.610



A molecular structure, C38H26LiN7O6. Source: the Open Molecules 2025 dataset; level of theory: ωB97M-V/def2-TZVPD.

The geometry in XYZ format:
```
78
C38H26LiN7O6 ωB97M-V/def2-TZVPD
Li 1.22756 -0.39069 -0.07132
O -1.01679 -3.90896 0.34966
C -0.36347 -2.89526 0.02098
N -0.33849 -1.66262 0.50512
C -1.16650 -1.26393 1.55394
C -2.25851 -1.99999 2.03885
C -3.04387 -1.53701 3.09020
C -2.72359 -0.33976 3.71051
C -1.65638 0.42069 3.23707
C -0.88817 0.01354 2.13719
N 0.17583 0.74304 1.60607
C 0.21280 2.05959 1.75077
O -0.60598 2.85075 2.27470
C 1.42393 2.70329 1.08897
C 1.27905 3.97432 0.54388
C 2.33313 4.52516 -0.15892
C 3.51556 3.80915 -0.26813
C 3.58160 2.57076 0.34762
N 2.56847 2.02466 1.01105
C 0.59605 -3.06804 -1.15185
C 0.61334 -4.25406 -1.88015
C 1.48368 -4.35857 -2.95157
C 2.29881 -3.28031 -3.27052
C 2.21668 -2.13807 -2.48691
N 1.39571 -2.04664 -1.44715
H -2.46380 -2.95384 1.57999
H -3.88510 -2.13085 3.43235
H -3.30962 0.02296 4.54980
H -1.42720 1.37456 3.68661
H 0.32562 4.47366 0.64266
H 2.22386 5.48892 -0.64344
H 4.35667 4.18655 -0.83515
H 4.48447 1.97028 0.28693
H -0.05517 -5.04885 -1.58108
H 1.52235 -5.26838 -3.54108
H 2.97959 -3.31653 -4.11167
H 2.80288 -1.24742 -2.68905
O 1.89746 2.05614 -3.40144
C 1.26771 1.66012 -2.40651
O 1.59787 0.75908 -1.58874
C -0.05173 2.35507 -2.05963
C -0.27125 3.67255 -2.43502
C -1.32420 4.42786 -1.89929
C -2.13591 3.79323 -0.99136
O -3.19203 4.29659 -0.25698
C -3.35168 3.29574 0.76782
O -2.96414 2.06586 0.18926
C -1.97682 2.44922 -0.69355
C -0.95333 1.70258 -1.20587
H 0.44751 4.12577 -3.10659
H -1.46181 5.47397 -2.14399
H -4.39997 3.24915 1.05468
H -2.67800 3.51893 1.60165
H -0.80146 0.67245 -0.91454
N -0.54540 -2.73872 4.66595
C -1.22016 -3.55259 5.53827
C -2.40932 -3.39305 6.24043
C -2.79579 -4.43755 7.06015
C -2.01989 -5.60261 7.17618
C -0.84256 -5.75584 6.46787
C -0.43964 -4.71853 5.62760
N 0.66813 -4.61577 4.80379
C 0.54941 -3.43675 4.24444
C 1.46955 -2.83726 3.26627
C 2.01773 -3.58375 2.22732
C 2.77143 -2.92144 1.27900
N 3.03158 -1.60959 1.30783
C 2.54498 -0.91825 2.33543
C 1.75520 -1.48495 3.32637
H -0.92340 -1.91976 4.19878
H -3.00430 -2.49575 6.13333
H -3.71944 -4.35906 7.62081
H -2.35842 -6.39769 7.82993
H -0.24549 -6.65567 6.54763
H 1.79115 -4.63647 2.13123
H 3.15547 -3.46315 0.41970
H 2.74378 0.14534 2.32627
H 1.34130 -0.85634 4.10404
```

The lowest unoccupied orbital energy comes out at 4.397 eV. The total energy comes out at -2306.21067 Eh. The value obtained for the highest occupied orbital energy is -1.7 eV. The value obtained for the energy relative to the best compared isomer or geometry (same formula, charge and spin) is 0.7 kJ/mol. The total charge is -2. The calculation puts the gap between HOMO and LUMO at 0.2243 Eh. The strongest force on any atom comes out at 0.42 eV/Å.

These are the Mulliken partial charges, in e, on atoms 1 to 8: atom 1 (Li): 1.513, atom 2 (O): -0.884, atom 3 (C): 0.265, atom 4 (N): 0.761, atom 5 (C): -0.433, atom 6 (C): -0.507, atom 7 (C): -0.804, atom 8 (C): -1.088